(1)
Formula: C45H53CaN5O2S3
Source: OMol25
Level of theory: ωB97M-V/def2-TZVPD

Values from the calculation:
- F_max (eV Å⁻¹) = 0.53
- frontier orbital gap (eV) = 8.27
- E_HOMO (eV) = -12.8
- net charge = +2
- total energy (a.u.) = -4042.7101

```
109
Properties=species:S:1:pos:R:3:forces:R:3
Ca 0.5963 1.5760 -1.0564 0.2 0.5 -0.1
C 3.5908 1.2012 -2.4308 0.0 0.0 0.0
C 2.8296 1.6069 -3.6900 0.0 0.0 0.0
N 1.3762 1.5988 -3.4733 0.0 0.0 0.0
C 0.6486 2.6241 -4.2316 0.0 0.0 0.0
C 1.0643 4.0518 -3.8704 0.0 0.0 0.0
S 1.3074 4.3715 -2.0940 0.0 0.0 0.0
C 3.1235 4.3158 -1.9116 0.0 0.0 0.0
C 3.6480 3.2317 -0.9736 0.0 0.0 0.0
N 3.1264 1.8782 -1.2080 0.0 -0.1 0.0
H 3.4509 0.1298 -2.2685 0.0 0.0 0.0
H 4.6640 1.3571 -2.5981 0.0 0.0 0.0
H 3.1308 2.6016 -4.0048 0.0 0.0 0.0
H 3.1252 0.9378 -4.5029 0.0 0.0 0.0
H 0.9936 0.6918 -3.7251 0.0 0.0 0.0
H 0.7706 2.5041 -5.3146 0.0 0.0 0.0
H -0.4153 2.4894 -4.0187 0.0 0.0 0.0
H 1.9739 4.3587 -4.3842 0.0 0.0 0.0
H 0.2871 4.7380 -4.2041 0.0 0.0 0.0
H 3.5606 4.2416 -2.9046 0.0 0.0 0.0
H 3.4309 5.2817 -1.5130 0.0 0.0 0.0
H 4.7439 3.2502 -1.0312 0.0 0.0 0.0
H 3.3788 3.4990 0.0507 0.0 0.0 0.0
H 3.4374 1.3075 -0.4249 0.0 0.0 0.0
C -4.0939 -5.6305 -3.8294 0.0 0.0 0.0
C -3.2686 -4.5597 -3.1779 0.0 0.0 0.0
C -3.7136 -3.2361 -3.1375 0.0 0.0 0.0
C -2.9531 -2.2429 -2.5490 0.0 0.1 0.0
C -1.7244 -2.5747 -1.9947 0.0 0.0 0.1
C -1.2514 -3.8803 -2.0360 0.0 0.0 0.1
C -2.0286 -4.8651 -2.6196 0.0 0.0 0.0
S -0.6767 -1.4036 -1.1833 -0.1 -0.4 0.1
O -0.6075 -0.1501 -2.0464 0.1 0.2 -0.1
C -1.6661 -0.8829 0.2083 0.0 -0.1 0.1
C -2.7166 0.0376 0.0115 0.0 0.0 0.0
C -3.4117 0.4950 1.0900 0.0 0.0 0.0
C -3.0704 0.0831 2.4022 0.0 0.0 0.0
C -3.7586 0.5831 3.5312 0.0 0.0 0.1
C -3.4019 0.1954 4.7926 -0.1 0.1 -0.1
C -2.3454 -0.7188 4.9827 0.1 -0.1 0.0
C -1.6647 -1.2260 3.9113 0.0 0.0 0.1
C -2.0032 -0.8321 2.5948 -0.1 0.1 -0.1
C -1.2993 -1.3195 1.4569 -0.1 0.0 -0.3
C -0.2754 -2.3931 1.6269 0.0 0.1 0.1
C -0.7586 -3.7359 1.6861 0.1 -0.1 0.0
C -2.1312 -4.0444 1.5137 -0.1 0.0 -0.1
C -2.5621 -5.3392 1.5618 0.0 0.1 0.0
C -1.6522 -6.3926 1.7885 0.1 0.0 0.0
C -0.3260 -6.1259 1.9733 0.0 0.0 0.0
C 0.1509 -4.7948 1.9331 -0.1 0.1 0.0
C 1.5132 -4.4923 2.1591 0.0 0.0 0.0
C 1.9647 -3.2085 2.0995 0.0 0.1 -0.1
C 1.0679 -2.1547 1.7931 0.1 0.0 0.1
S 1.6793 -0.4611 1.8773 0.2 0.0 0.1
O 1.0664 0.3329 0.7382 0.1 -0.4 -0.1
C 3.3786 -0.6595 1.3841 -0.2 0.0 0.0
C 3.7050 -1.2288 0.1579 -0.1 -0.1 0.0
C 5.0301 -1.2690 -0.2354 0.0 0.0 0.0
C 6.0406 -0.7464 0.5774 0.0 0.0 0.0
C 7.4793 -0.8012 0.1525 0.0 0.0 0.0
C 5.6861 -0.1739 1.7981 0.0 0.0 0.0
C 4.3616 -0.1250 2.2043 0.0 0.0 0.1
H -5.1068 -5.2874 -4.0296 0.0 0.0 0.0
H -4.1464 -6.5200 -3.2017 0.0 0.0 0.0
H -3.6452 -5.9288 -4.7788 0.0 0.0 0.0
H -4.6715 -2.9853 -3.5753 0.0 0.0 0.0
H -3.3065 -1.2197 -2.5335 0.0 0.0 0.0
H -0.2860 -4.1232 -1.6057 0.0 0.0 0.0
H -1.6653 -5.8851 -2.6472 0.0 0.0 0.0
H -2.9433 0.3825 -0.9883 0.0 0.0 0.0
H -4.2311 1.1922 0.9585 0.0 0.0 0.0
H -4.5793 1.2739 3.3780 0.0 0.0 0.0
H -3.9361 0.5786 5.6517 0.0 0.0 0.0
H -2.0809 -1.0265 5.9856 0.0 0.0 0.0
H -0.8634 -1.9386 4.0649 0.0 0.0 0.0
H -2.8429 -3.2485 1.3353 0.0 0.0 0.0
H -3.6124 -5.5616 1.4262 0.0 0.0 0.0
H -2.0129 -7.4118 1.8286 0.0 0.0 0.0
H 0.3787 -6.9257 2.1643 0.0 0.0 0.0
H 2.1987 -5.2980 2.3909 0.0 0.0 0.0
H 3.0057 -2.9999 2.2907 0.1 0.0 0.0
H 2.9274 -1.6543 -0.4686 0.0 0.0 0.0
H 5.2950 -1.7275 -1.1807 0.0 0.0 0.0
H 7.6017 -1.3625 -0.7715 0.0 0.0 0.0
H 8.0905 -1.2711 0.9233 0.0 0.0 0.0
H 7.8746 0.2040 -0.0026 0.0 0.0 0.0
H 6.4574 0.2316 2.4409 0.0 0.0 0.0
H 4.0938 0.3187 3.1559 0.0 0.0 0.0
C -0.6245 2.3638 2.3896 0.0 0.0 0.0
N -1.4583 3.4719 1.9784 -0.1 0.0 0.0
C -1.5404 4.5649 2.9401 -0.1 0.0 0.0
C -1.7840 3.6267 0.6716 0.1 0.1 -0.1
N -1.1601 2.9469 -0.2596 -0.2 0.0 0.0
N -2.7637 4.5439 0.3882 0.0 0.0 0.0
C -4.0014 4.5859 1.1633 0.1 0.0 0.0
C -2.8994 5.0344 -0.9704 0.0 0.0 0.0
H -0.8680 2.1049 3.4211 0.0 0.0 0.0
H 0.4422 2.6149 2.3370 0.0 0.0 0.0
H -0.8130 1.5031 1.7558 0.0 0.0 0.0
H -0.5599 4.7144 3.3966 0.0 0.0 0.0
H -2.2547 4.3465 3.7363 0.0 0.0 0.0
H -1.8283 5.4877 2.4467 0.0 0.0 0.0
H -1.6784 3.0569 -1.1291 0.0 0.0 0.0
H -3.9307 3.9384 2.0314 0.0 0.0 0.0
H -4.8338 4.2391 0.5445 0.0 0.0 0.0
H -4.2221 5.6015 1.4942 0.0 0.0 0.0
H -3.4363 4.3335 -1.6229 0.0 0.0 0.0
H -1.9186 5.2483 -1.3929 0.0 0.0 0.0
H -3.4659 5.9636 -0.9444 0.0 0.0 0.0
```
Positions in Å, forces in eV/Å.

---

(2)
Formula: C36H99N9O9
Source: OMol25
Level of theory: ωB97M-V/def2-TZVPD

Values from the calculation:
- F_max (eV Å⁻¹) = 3.73
- frontier orbital gap (eV) = 9.37
- E_HOMO (eV) = -8.8
- SMILES string = COC[C@H](C)N.COC[C@H](C)N.COC[C@H](C)N.COC[C@H](C)N.COC[C@H](C)N.COC[C@H](C)N.COC[C@H](C)N.COC[C@H](C)N.COC[C@H](C)N
- total energy (a.u.) = -2600.5224

```
153
Properties=species:S:1:pos:R:3:forces:R:3
C -5.1908 3.7079 7.4429 -0.8 -0.2 -0.1
O -6.2673 4.0230 8.3186 0.6 0.1 -0.1
C -6.5070 2.9366 9.1999 -1.2 1.8 0.8
C -7.7660 3.3453 10.0498 0.4 -0.8 1.0
C -7.5419 4.4363 11.1284 0.0 0.6 -1.1
N -8.4105 2.1813 10.6492 0.0 -1.0 0.2
H -4.2830 3.4310 7.9789 0.0 -0.3 0.1
H -4.9241 4.5290 6.7774 -0.4 0.2 0.2
H -5.6075 2.8917 6.8528 0.8 -0.3 -0.4
H -6.7240 1.9935 8.6982 0.0 -0.1 -0.4
H -5.6216 2.8244 9.8256 0.1 -0.3 0.3
H -8.5708 3.6981 9.4049 0.5 0.4 -0.5
H -8.5013 4.8260 11.4687 -0.1 -0.2 0.0
H -7.0476 5.2529 10.6022 0.0 0.2 0.0
H -6.9415 4.2761 12.0239 0.1 -0.9 -0.2
H -8.5667 1.4907 9.9290 -0.5 0.0 -0.5
H -7.8204 1.6322 11.2578 0.5 0.5 0.6
C 4.1641 -7.8752 -0.9553 1.1 -0.2 -1.1
O 5.3991 -7.4026 -0.3365 -1.5 -0.6 0.2
C 6.4929 -8.3491 -0.3892 -1.6 -0.5 0.3
C 6.0543 -9.7715 0.1421 0.5 0.2 -0.7
C 5.3427 -9.8604 1.4675 -0.1 0.4 0.9
N 7.1587 -10.7694 0.0891 -0.7 1.1 -0.6
H 3.3454 -7.1667 -1.0812 0.7 0.9 0.6
H 3.6563 -8.7460 -0.5405 0.6 -0.2 0.6
H 4.4474 -8.1248 -1.9778 -0.2 -0.3 -0.3
H 6.8416 -8.4466 -1.4173 0.0 -0.2 -0.2
H 7.2760 -7.8414 0.1739 0.0 -0.4 0.3
H 5.3167 -10.2053 -0.5330 0.1 0.4 -0.7
H 5.8258 -9.2818 2.2549 0.0 0.1 0.1
H 5.3594 -10.9016 1.7895 0.0 -0.1 0.0
H 4.2858 -9.5957 1.4376 0.1 0.3 -0.1
H 7.7515 -10.6096 0.8910 0.1 -0.4 0.2
H 6.5984 -11.6004 0.2134 0.9 -0.7 0.2
C -10.8567 3.5677 -1.2833 -0.7 1.1 -0.6
O -10.9238 2.3608 -0.5830 0.4 0.3 2.4
C -10.9332 2.4810 0.9166 -0.7 -0.6 -0.9
C -12.3388 2.6484 1.6047 -0.1 -1.5 -0.8
C -12.2298 3.0201 3.0424 0.6 1.3 0.2
N -13.1862 1.4654 1.5340 -0.5 -0.6 -1.4
H -10.3193 4.4003 -0.8295 0.3 -0.2 0.7
H -11.8569 3.9549 -1.4777 -0.3 0.1 0.0
H -10.3912 3.4779 -2.2648 0.1 -0.7 0.0
H -10.5062 1.5194 1.2013 -0.2 -0.1 0.2
H -10.2643 3.2282 1.3437 0.2 0.5 -0.7
H -12.9610 3.3523 1.0521 0.4 0.6 0.0
H -11.5955 3.9063 3.0245 0.3 0.1 0.7
H -11.7973 2.2361 3.6640 0.1 0.0 -0.1
H -13.1768 3.3320 3.4829 -0.1 -0.3 -0.2
H -12.8154 0.5771 1.8398 0.7 0.2 0.7
H -13.2709 1.2837 0.5441 -0.6 -0.1 -0.4
C 2.1059 -8.1560 7.3144 -1.8 -2.1 -1.8
O 1.2149 -7.6519 6.2234 -0.7 1.5 1.3
C 0.5065 -6.3561 6.3853 1.5 0.4 1.3
C 1.6160 -5.3365 6.7088 -0.8 -0.6 -1.0
C 1.2120 -3.9191 6.9257 0.0 0.8 -0.2
N 2.5186 -5.3584 5.5807 1.5 -0.3 -0.6
H 3.1515 -8.3168 7.0519 0.3 1.6 -0.1
H 1.8241 -9.1972 7.1572 -0.2 -0.4 0.8
H 1.8841 -7.9453 8.3605 0.0 0.7 -0.3
H -0.0910 -6.1237 5.5038 0.6 -0.3 -0.5
H -0.2044 -6.1819 7.1930 -0.3 -1.4 0.6
H 2.0300 -5.6891 7.6534 0.7 -0.2 -0.2
H 2.0968 -3.3023 7.0837 0.2 -0.1 -0.2
H 0.6113 -3.6857 7.8047 -0.5 -0.4 -0.3
H 0.7869 -3.6256 5.9658 -0.5 0.7 0.3
H 2.2142 -4.7949 4.7997 -0.3 0.9 0.4
H 2.4770 -6.2588 5.1250 0.3 -0.6 0.5
C -6.7700 0.8963 -8.8482 0.6 1.6 -1.5
O -5.9776 0.0987 -8.0370 0.6 -0.8 0.6
C -4.5568 0.2848 -8.2328 0.4 -1.0 0.6
C -3.8164 -1.0892 -7.9696 0.6 0.8 0.7
C -2.2400 -0.9451 -7.8865 -1.4 0.3 -0.1
N -4.2241 -2.0490 -8.9762 0.2 -0.2 -0.5
H -6.3468 1.9005 -8.8699 0.1 0.4 -0.1
H -7.8196 1.0944 -8.6312 0.0 -0.9 1.0
H -6.7396 0.5664 -9.8867 0.0 -0.3 -0.2
H -4.2862 0.6479 -9.2243 -0.4 -0.4 -0.5
H -4.1886 1.0931 -7.6010 -0.1 -0.1 0.6
H -4.1260 -1.5536 -7.0333 -0.2 0.9 0.6
H -1.9127 -0.4466 -6.9741 -0.3 0.6 -0.1
H -1.9535 -0.3870 -8.7779 0.5 -0.1 0.1
H -1.7016 -1.8873 -7.7840 -0.4 -0.3 -0.7
H -4.2664 -2.9203 -8.4671 0.0 -0.4 -0.5
H -5.1807 -1.8507 -9.2323 -0.2 0.0 -0.1
C -1.2128 11.5900 -7.4450 0.7 -0.3 -1.4
O -0.4572 10.4159 -7.2081 1.1 0.4 2.5
C 0.0116 10.3821 -5.7918 -1.4 -1.8 -0.5
C 0.4047 8.9079 -5.5124 0.3 1.3 -1.1
C -0.7137 7.9824 -5.4332 -2.7 -0.9 -2.4
N 1.1402 8.6912 -4.3290 2.4 0.6 1.3
H -0.7698 12.4717 -6.9821 -0.3 0.0 0.4
H -2.2811 11.4449 -7.2840 0.0 0.2 0.5
H -1.0701 11.7483 -8.5139 -0.3 0.2 -0.2
H 0.8088 11.0501 -5.4656 0.2 0.3 -0.8
H -0.8657 10.6010 -5.1831 -0.2 0.3 0.2
H 0.9742 8.6554 -6.4069 0.7 -0.1 0.2
H -0.9547 7.7064 -6.4598 -0.5 -0.2 -0.2
H -1.6089 8.4994 -5.0876 -0.1 -0.4 0.6
H -0.4983 7.0229 -4.9630 -0.1 0.3 0.4
H 1.3102 7.6956 -4.3282 0.5 0.0 0.4
H 0.5900 8.8543 -3.4979 -0.3 0.2 0.1
C 9.9026 0.6718 4.2779 -0.5 0.1 -0.6
O 10.2560 -0.0831 3.1383 0.5 -0.4 -0.5
C 9.6443 -1.3678 3.0721 0.9 -0.3 1.3
C 10.1391 -2.4160 4.1754 0.6 -0.7 -0.8
C 11.5336 -3.0960 3.9564 -0.1 0.6 -1.0
N 9.1676 -3.4668 4.2934 -1.1 -0.7 0.6
H 10.1116 1.7297 4.1188 0.4 -0.1 -0.3
H 10.4295 0.3743 5.1846 -0.2 -0.3 0.1
H 8.8152 0.6253 4.3361 -0.2 -0.1 0.8
H 8.5607 -1.2826 3.1548 -0.3 0.2 0.5
H 9.7674 -1.7899 2.0748 0.6 0.1 -0.1
H 10.2084 -1.9931 5.1776 -0.2 0.6 -0.2
H 11.6809 -4.1169 4.3087 -0.7 0.2 0.9
H 12.3356 -2.4697 4.3474 0.0 0.0 -0.1
H 11.7254 -3.2734 2.8982 0.0 0.5 -0.4
H 8.2614 -3.1151 4.5678 -0.1 0.1 0.1
H 9.0020 -4.0681 3.4989 0.4 0.2 -0.3
C 7.4149 -2.0882 -6.8715 -0.1 0.7 -0.8
O 6.5594 -1.0013 -7.2735 0.5 0.1 0.9
C 6.5062 0.0584 -6.2969 -0.3 0.9 -1.2
C 5.8450 1.3339 -6.9831 1.5 -0.8 0.6
C 6.5010 1.9219 -8.1861 0.8 -1.7 -1.7
N 5.7766 2.4416 -6.0355 -1.7 -0.5 0.9
H 8.4692 -1.8488 -7.0101 0.2 0.6 0.5
H 7.3325 -2.8901 -7.6052 -0.8 -0.2 0.3
H 7.2031 -2.3898 -5.8457 0.0 -0.2 -0.1
H 5.8825 -0.1965 -5.4400 -0.3 -0.2 0.0
H 7.4836 0.2775 -5.8671 0.4 0.1 -0.3
H 4.9260 0.9099 -7.3879 -0.7 0.5 0.8
H 5.7903 2.4845 -8.7916 0.0 0.5 0.4
H 6.7250 1.0780 -8.8385 0.5 0.0 -0.4
H 7.4227 2.4667 -7.9817 -0.1 0.1 0.0
H 5.2868 3.1621 -6.5465 -0.1 0.4 0.3
H 6.6969 2.8118 -5.8461 0.2 -0.2 -0.1
C -2.9848 1.5945 -0.4298 1.4 -1.1 0.1
O -1.5509 1.4817 -0.6880 -1.2 0.2 0.2
C -0.9277 0.2634 -0.2198 0.5 2.6 1.1
C 0.3145 0.7260 0.6524 0.6 -0.7 1.3
C 1.0013 2.0112 0.3825 -0.6 1.2 -1.9
N 1.3632 -0.2841 0.6832 0.1 -1.2 -0.4
H -3.3746 2.5471 -0.7886 0.4 -0.1 0.0
H -3.1603 1.4604 0.6376 -0.1 0.3 0.2
H -3.5061 0.7659 -0.9092 -0.1 0.0 -0.3
H -1.6024 -0.2333 0.4773 0.0 -0.5 -0.4
H -0.6618 -0.2918 -1.1193 0.2 -0.4 0.3
H 0.0932 0.9274 1.7006 -1.2 -1.0 0.3
H 2.0078 2.0464 0.7994 -0.2 -0.1 0.1
H 0.4259 2.8405 0.7941 0.1 0.3 -0.5
H 1.0655 2.0098 -0.7056 0.4 1.1 -0.2
H 2.1881 0.1608 1.0595 0.0 -0.2 0.6
H 1.6889 -0.4334 -0.2611 -0.2 -0.4 -0.6
```
Positions in Å, forces in eV/Å.

---

(3)
Formula: C16H34CoP2
Source: OMol25
Level of theory: ωB97M-V/def2-TZVPD

Values from the calculation:
- F_max (eV Å⁻¹) = 3.19
- frontier orbital gap (spin up / spin down) (eV) = 3.00 / 5.17
- E_HOMO (spin up / spin down) (eV) = -2.6 / -5.5
- total energy (a.u.) = -2695.0122
- multiplicity = 4

```
53
Properties=species:S:1:pos:R:3:forces:R:3
P 3.4119 -3.7532 -2.5048 0.3 -0.7 -0.7
P 3.5037 -4.1448 1.5593 0.5 -0.3 0.5
C 4.5030 -4.5160 -1.2376 0.6 0.1 0.4
C 3.9769 -5.1353 0.0900 -0.4 -0.3 -0.5
H 5.3531 -3.8233 -1.0462 -0.4 -0.4 -0.1
H 4.9543 -5.3576 -1.8115 -0.1 0.0 0.3
H 3.1601 -5.8630 -0.1067 0.4 0.3 0.1
H 4.8130 -5.7437 0.5054 0.3 -0.2 -0.1
C 5.0427 -3.3947 2.1472 0.0 -0.2 0.5
H 4.8333 -2.5966 2.8708 -0.1 -0.2 -0.2
H 5.6528 -2.9888 1.3408 -0.1 -0.1 0.1
H 5.5968 -4.1893 2.6592 0.2 0.0 -0.2
C 3.0252 -5.3525 2.8022 0.8 -0.8 -0.3
H 3.9464 -5.8563 3.1266 -0.4 -0.2 0.0
H 2.3334 -6.0724 2.3569 0.1 0.0 0.2
H 2.5614 -4.8426 3.6394 0.0 0.0 0.1
C 4.5122 -3.3649 -3.8771 0.5 -0.9 0.0
H 3.9632 -2.7705 -4.6052 0.1 -0.1 0.0
H 4.8244 -4.3202 -4.3216 0.3 0.4 -0.1
H 5.3770 -2.8114 -3.5018 0.0 0.0 -0.2
C 2.3679 -5.1134 -3.0901 -0.1 0.2 -0.7
H 1.9982 -5.7527 -2.2871 0.1 0.2 0.0
H 2.9836 -5.7023 -3.7717 0.1 -0.2 0.1
H 1.5071 -4.7180 -3.6547 0.4 0.0 0.3
Co 0.6148 -0.7276 -0.1482 1.2 -1.1 0.3
C 2.2230 -2.9046 1.7551 -0.9 1.7 -2.0
C 3.0033 -1.7104 1.2767 -2.3 1.5 -0.1
C 3.5949 -1.6630 -0.0664 1.2 -0.2 -0.9
C 2.9176 -1.1255 -1.3932 0.9 -0.2 -0.4
C 2.4271 -2.2699 -2.3817 -1.4 0.9 2.7
C 1.1775 -2.8862 -1.8131 -1.5 2.4 0.2
C 1.1791 -3.6751 -0.5677 0.0 -1.0 0.0
C 0.9100 -3.1085 0.8767 -0.1 -0.7 0.1
C -0.6880 -0.0475 -1.3369 -0.4 0.2 -0.2
H 1.9458 -2.8257 2.8230 0.3 -0.1 -0.4
H 2.9336 -0.8003 1.8536 0.3 0.0 0.1
H 3.8817 -2.6979 -0.3263 0.0 0.7 0.2
H 4.5735 -1.1397 0.0518 -0.5 -0.1 -0.4
H 2.0495 -0.4255 -1.1635 1.3 -0.4 -0.8
H 3.6889 -0.5357 -1.9205 -0.2 0.3 0.2
H 2.2908 -1.8632 -3.4018 0.1 -0.3 0.5
H 0.2464 -2.7074 -2.3427 0.2 -0.3 0.0
H 2.1627 -4.1701 -0.4909 -0.6 0.1 0.0
H 0.4818 -4.5233 -0.7505 0.1 0.3 0.5
H 0.2963 -2.1342 0.8376 0.5 -1.8 0.8
H 0.2773 -3.8624 1.3844 -0.1 0.4 -0.1
H -1.6166 -0.2653 -0.7702 0.2 0.4 -0.8
H -0.5833 -0.6036 -2.2829 -0.4 0.6 0.3
H -0.4335 1.0306 -1.3919 -0.5 -0.5 -0.2
C 0.2351 0.2905 1.4389 0.0 0.4 -0.1
H -0.8549 0.1657 1.5829 0.5 0.3 0.2
H 0.5095 1.3045 1.0876 -0.3 -0.2 0.7
H 0.8465 -0.0540 2.2915 -0.5 0.4 -0.3
```
Positions in Å, forces in eV/Å.